Below is a molecular structure, C6H7O4, with properties calculated with ωB97M-V/def2-TZVPD.

The value obtained for the orbital gap is 10.63 eV. As for the spin multiplicity: 1. The calculation puts the LUMO energy at -3.78 eV. The calculation puts the relative energy (zero: lowest compared OMol25 entry of this formula, charge and spin) at 2.498 eV. Its energy is -533.21950 hartree. Its net charge is +1.

Geometry (Å):
C: -1.28 -1.12 -0.21
C: 0.57 -0.25 1.69
C: 2.02 0.02 -0.15
C: 0.64 0.42 0.36
C: 1.13 -1.03 0.56
C: -2.21 0.55 -0.54
O: -1.81 -2.16 0.03
O: 2.10 -0.19 -1.40
O: -1.23 1.51 -0.43
O: 0.08 -0.75 -0.33
H: 1.31 0.03 2.40
H: -0.34 -0.54 2.19
H: 2.85 0.54 0.41
H: -3.12 0.51 -0.02
H: -2.52 0.34 -1.53
H: 2.99 0.12 -1.83
H: -1.19 2.00 -1.21

Löwdin population analysis, charges in e, atoms 1 to 8: -0.191, 0.083, -0.242, -0.032, -0.025, 0.003, 0.228, 0.111

---

Below is a molecular structure, C14H13ClF6N2O7S2, with properties calculated with ωB97M-V/def2-TZVPD.

The value obtained for the orbital gap is 6.32 eV. As for the spin multiplicity: 1. The calculation puts the LUMO energy at -2.42 eV. Its energy is -3033.13128 hartree.

Geometry (Å):
C: 3.00 0.54 2.02
C: 2.75 0.99 0.80
C: 2.36 2.44 0.55
C: 0.93 2.61 0.97
N: 0.65 3.26 2.11
C: -0.61 3.41 2.59
C: -0.77 4.13 3.89
C: -1.66 2.87 1.88
C: -1.43 2.18 0.70
C: -2.58 1.60 -0.08
O: -3.34 2.39 -0.55
O: -2.71 0.30 -0.27
C: -2.09 -0.60 0.65
C: -2.80 -0.64 1.98
O: -2.81 -1.64 2.62
C: -0.12 2.05 0.23
Cl: 0.20 1.21 -1.20
H: 3.43 -0.43 2.18
H: 2.75 1.15 2.88
H: 2.76 0.33 -0.05
H: 2.43 2.68 -0.50
H: 2.97 3.10 1.15
H: 1.43 3.63 2.62
H: -0.70 3.42 4.71
H: -1.73 4.63 3.90
H: 0.03 4.86 3.98
H: -2.66 3.00 2.26
H: -1.02 -0.42 0.78
H: -2.17 -1.59 0.22
H: -3.28 0.28 2.38
C: -0.48 -1.17 -3.72
F: -1.14 -0.06 -3.32
F: -1.14 -1.69 -4.76
F: 0.73 -0.79 -4.15
S: -0.36 -2.34 -2.31
O: -1.71 -2.64 -1.95
O: 0.39 -1.59 -1.32
N: 0.44 -3.46 -3.05
S: 0.86 -4.76 -2.23
O: -0.22 -5.62 -1.86
O: 1.88 -4.53 -1.24
C: 1.72 -5.62 -3.61
F: 2.74 -4.89 -4.07
F: 0.88 -5.85 -4.62
F: 2.20 -6.78 -3.18

Löwdin population analysis, charges in e, atoms 1 to 8: 0.041, -0.159, -0.129, -0.192, 0.190, -0.219, 0.013, 0.070

---

Below is a single C27H42N4O6S molecule, with properties calculated with ωB97M-V/def2-TZVPD.

Its SMILES is COc1ccc(CNC(=O)[C@H](C)NC(=O)C2CCN(C(=O)[C@H](CCSC)NC(=O)OC(C)(C)C)CC2)cc1. The value obtained for the orbital gap is 8.86 eV. As for the spin multiplicity: 1. The calculation puts the LUMO energy at 0.46 eV. The calculation puts the relative energy (zero: lowest compared OMol25 entry of this formula, charge and spin) at 0.000 eV. Its energy is -2122.81551 hartree.

Geometry (Å):
C: -0.95 4.62 2.12
H: -0.55 5.58 2.44
O: -1.51 4.85 0.85
C: -2.10 3.82 0.19
C: -2.29 2.54 0.70
C: -2.92 1.58 -0.07
C: -3.38 1.86 -1.35
C: -3.18 3.15 -1.85
C: -2.56 4.11 -1.10
H: -2.41 5.11 -1.48
H: -3.53 3.39 -2.85
C: -4.02 0.82 -2.22
N: -3.13 0.46 -3.31
C: -2.85 -0.80 -3.65
O: -3.38 -1.78 -3.15
C: -1.73 -0.91 -4.70
N: -0.46 -0.86 -3.98
C: 0.03 0.28 -3.47
O: -0.47 1.37 -3.72
C: 1.28 0.11 -2.60
C: 1.05 -0.89 -1.46
H: 0.71 -1.86 -1.82
H: 1.99 -1.04 -0.93
C: 0.01 -0.33 -0.48
N: 0.49 0.91 0.07
C: 0.87 1.16 1.33
O: 1.27 2.26 1.70
C: 0.82 -0.02 2.33
N: 1.85 -0.98 1.96
C: 1.58 -2.29 1.74
O: 0.46 -2.74 1.64
O: 2.73 -2.96 1.61
C: 2.73 -4.38 1.30
C: 2.02 -5.16 2.41
H: 2.10 -6.23 2.21
H: 2.49 -4.95 3.37
H: 0.97 -4.88 2.46
C: 4.21 -4.75 1.24
H: 4.68 -4.55 2.19
H: 4.71 -4.17 0.47
H: 4.31 -5.81 1.01
C: 2.05 -4.62 -0.05
H: 2.55 -4.02 -0.82
H: 2.13 -5.67 -0.32
H: 1.01 -4.34 0.00
H: 2.81 -0.71 2.10
H: -0.14 -0.54 2.27
C: 1.05 0.48 3.76
C: -0.17 1.22 4.30
H: -1.01 0.53 4.45
H: -0.47 2.02 3.63
S: 0.16 1.97 5.92
C: 0.95 3.51 5.38
H: 0.20 4.18 4.98
H: 1.43 3.95 6.25
H: 1.70 3.29 4.62
H: 1.91 1.16 3.76
H: 1.27 -0.37 4.41
C: 0.68 1.93 -0.95
C: 1.69 1.46 -2.00
H: 1.75 2.21 -2.78
H: 2.68 1.36 -1.54
H: 1.04 2.84 -0.46
H: -0.28 2.14 -1.43
H: -0.20 -1.06 0.29
H: -0.92 -0.12 -1.02
H: 2.08 -0.25 -3.25
H: -0.08 -1.75 -3.70
C: -1.83 -2.21 -5.49
H: -1.93 -3.04 -4.80
H: -0.95 -2.35 -6.11
H: -2.71 -2.18 -6.12
H: -1.76 -0.04 -5.37
H: -2.53 1.20 -3.67
H: -4.96 1.21 -2.64
H: -4.24 -0.10 -1.66
H: -3.07 0.59 0.34
H: -1.96 2.28 1.69
H: -0.15 3.88 2.07
H: -1.72 4.29 2.84

Löwdin population analysis, charges in e, atoms 1 to 8: -0.083, 0.097, -0.074, -0.280, -0.016, -0.039, -0.226, -0.038

---

Below is a single C2H3ClS2 molecule, with properties calculated with ωB97M-V/def2-TZVPD.

Its SMILES is S=C(S)CCl. The value obtained for the orbital gap is 8.00 eV. As for the spin multiplicity: 1. The calculation puts the LUMO energy at -0.91 eV. The calculation puts the relative energy (zero: lowest compared OMol25 entry of this formula, charge and spin) at 1.087 eV. Its energy is -1334.51677 hartree.

Geometry (Å):
C: -0.14 0.13 0.41
C: 0.70 -0.42 -0.63
S: -0.48 -0.56 2.02
S: -1.03 1.53 -0.03
Cl: -0.01 -1.93 -1.12
H: 1.74 -0.38 -0.21
H: 0.74 0.18 -1.56
H: -1.52 1.44 1.12

How is the electron density shared among the atoms? According to Löwdin, the charges in e are: -1.189, -0.758, 0.515, 0.829, 0.620, 0.112, 0.066, -0.194